1.
{"formula": "C9H29NO6", "method": "the ωB97M-V functional and the def2-TZVPD basis", "species": ["C", "C", "C", "C", "C", "C", "N", "O", "C", "C", "C", "H", "H", "H", "H", "H", "H", "H", "H", "H", "H", "H", "H", "H", "H", "H", "H", "H", "H", "H", "O", "H", "H", "O", "H", "H", "O", "H", "H", "O", "H", "H", "O", "H", "H"], "xyz": [[-3.48277, -0.61435, 2.25814], [-3.16724, -0.86349, 0.79855], [-3.35868, 0.45387, 0.04514], [-2.69426, 0.50606, -1.31870], [-1.22126, 0.07530, -1.24756], [-0.96231, -1.23719, -0.50158], [-1.78417, -1.31533, 0.70867], [-1.65329, -2.58650, 1.30879], [-1.25467, -2.41031, -1.45813], [0.51849, -1.21600, -0.10355], [-4.16407, -1.89167, 0.25571], [-4.52251, -0.36964, 2.46806], [-2.85027, 0.17040, 2.69044], [-3.20610, -1.47056, 2.88397], [-4.43445, 0.56710, -0.12099], [-3.06334, 1.31991, 0.64106], [-2.77045, 1.51034, -1.73984], [-3.19921, -0.13449, -2.05077], [-0.67722, 0.92561, -0.82584], [-0.90305, -0.04626, -2.28621], [-1.27927, -3.33514, -0.88831], [-2.22897, -2.22655, -1.91515], [-0.55447, -2.49002, -2.29064], [1.11697, -1.16537, -1.01140], [0.73430, -0.34079, 0.51287], [0.77192, -2.08204, 0.51010], [-4.08772, -2.08063, -0.81892], [-5.18742, -1.50841, 0.33970], [-4.09635, -2.84994, 0.76718], [-1.00707, -2.47022, 2.01339], [3.75875, 5.15727, 0.21745], [4.27797, 4.47373, -0.22461], [4.39128, 5.64756, 0.75012], [2.78315, 1.52125, -0.54903], [3.34585, 2.21271, -0.92011], [1.91776, 1.65813, -0.94790], [5.26835, 0.96168, 2.18549], [4.61436, 0.52290, 1.62319], [6.10089, 0.85502, 1.71819], [5.34604, 2.94060, -1.25175], [6.08996, 3.49028, -1.52031], [5.72798, 2.26150, -0.68332], [3.77298, -0.99068, 0.34892], [3.30813, -0.15985, 0.14019], [3.96546, -1.37585, -0.51069]], "mulliken_charge": [-1.96, 1.67, -1.16, -0.86, -1.10, 1.80, 0.23, -0.52, -1.77, -1.90, -1.71, 0.38, 0.44, 0.38, 0.43, 0.36, 0.40, 0.37, 0.30, 0.41, 0.34, 0.38, 0.43, 0.40, 0.45, 0.30, 0.34, 0.48, 0.34, 0.37, -0.62, 0.36, 0.30, -0.59, 0.31, 0.28, -0.65, 0.34, 0.28, -0.67, 0.30, 0.31, -0.61, 0.36, 0.30], "homo_ev": -8.27, "total_energy_ev": -23577.671, "gap_ev": 8.327, "de_lowest_kcal_mol": 1.5}


2.
{"formula": "C4H9NO", "method": "the ωB97M-V functional and the def2-TZVPD basis", "species": ["C", "C", "N", "H", "H", "H", "H", "H", "C", "C", "O", "H", "H", "H", "H"], "xyz": [[0.91120, -0.06435, -2.63865], [1.17682, 0.10115, -1.37121], [2.11468, -0.49544, -0.57810], [0.61486, -0.99692, -3.17184], [0.92978, 0.77845, -3.37299], [0.59857, 1.01200, -0.86360], [2.91540, -1.01402, -1.05073], [1.83506, -0.52176, 0.40963], [-1.22962, -0.98684, 1.32129], [-1.91106, 0.20203, 1.30381], [-1.24985, 1.14176, 1.99621], [-1.34832, -1.76863, 0.49446], [-0.48375, -1.12362, 2.15313], [-2.46574, 0.60690, 0.42357], [-1.08388, 1.84961, 1.36388]], "mulliken_charge": [-0.79, 0.20, -0.39, 0.22, 0.21, 0.08, 0.24, 0.23, -0.67, -0.02, -0.49, 0.25, 0.28, 0.31, 0.32], "homo_ev": -7.63, "total_energy_ev": -7827.166, "gap_ev": 8.373, "de_lowest_kcal_mol": 118.8}


3.
{"formula": "C5H9NO", "method": "the ωB97M-V functional and the def2-TZVPD basis", "species": ["C", "C", "C", "C", "C", "H", "H", "H", "H", "H", "H", "H", "H", "H", "N", "O"], "xyz": [[-2.63670, 0.03293, 0.17931], [-1.18874, -0.30637, -0.18649], [-0.06226, 0.67685, -0.22268], [1.42353, 0.46912, -0.22957], [2.33217, -0.45288, 0.63602], [-2.93721, -1.06733, -0.05216], [-2.99616, 1.07157, -0.28047], [-2.57199, 0.22174, 1.26466], [0.01186, 1.16716, -1.26678], [-0.50182, 1.67384, 0.27884], [1.93456, 1.34425, -0.71377], [1.82337, -1.19138, 1.44419], [3.38064, -0.09648, 0.96008], [1.09869, -1.44086, -0.79760], [1.89591, -0.65006, -0.71552], [-1.00587, -1.45210, -0.29805]], "mulliken_charge": [-1.08, 0.80, -0.68, 0.01, -0.35, 0.35, 0.28, 0.27, 0.28, 0.25, 0.21, 0.19, 0.23, 0.37, -0.59, -0.54], "homo_ev": -8.62, "total_energy_ev": -8864.363, "gap_ev": 9.463, "de_lowest_kcal_mol": 111.8}


4.
{"formula": "C17H31N4OPb", "method": "the ωB97M-V functional and the def2-TZVPD basis", "species": ["Pb", "C", "O", "H", "H", "H", "C", "C", "C", "C", "N", "H", "H", "H", "H", "H", "H", "H", "C", "C", "C", "C", "N", "H", "H", "H", "H", "H", "H", "H", "C", "C", "C", "C", "N", "H", "H", "H", "H", "H", "H", "H", "C", "C", "C", "C", "N", "H", "H", "H", "H", "H", "H", "H"], "xyz": [[6.38030, 2.59246, -1.19774], [0.91462, 0.89272, -0.48425], [2.30066, 1.11275, -0.53880], [0.70208, -0.17389, -0.55674], [0.50169, 1.32448, 0.42744], [0.39049, 1.42725, -1.27651], [3.66020, -3.98270, -3.74810], [4.92704, -4.88394, -3.92546], [6.27581, -4.19039, -4.32056], [6.57386, -2.77130, -3.95479], [6.85664, -1.68686, -3.69969], [3.20948, -3.54771, -4.64013], [3.87998, -3.12653, -3.11033], [2.95219, -4.60977, -3.20625], [4.65202, -5.70886, -4.58270], [5.09323, -5.26815, -2.91905], [6.47226, -4.46625, -5.35662], [7.15319, -4.62514, -3.84171], [2.16110, 2.26822, 5.59745], [3.18771, 2.90054, 6.56488], [4.58719, 2.79768, 6.04107], [4.84591, 3.23071, 4.67085], [5.10149, 3.59043, 3.60672], [1.84651, 2.79814, 4.69838], [1.24569, 2.41090, 6.17170], [2.50925, 1.28637, 5.27673], [3.23886, 2.30534, 7.47659], [2.95595, 3.88965, 6.95992], [4.99557, 1.79216, 6.14235], [5.27036, 3.45588, 6.57788], [-4.07424, 3.93488, 2.16517], [-4.99926, 4.86813, 2.92221], [-6.47980, 5.02068, 2.44461], [-6.58585, 5.72474, 1.18126], [-6.66430, 6.27245, 0.18356], [-4.13048, 2.90526, 2.51847], [-3.06638, 4.32720, 2.02954], [-4.39972, 3.73571, 1.14414], [-4.43703, 5.79818, 2.83855], [-5.03855, 4.68580, 3.99614], [-6.98027, 5.70276, 3.13193], [-6.99259, 4.07178, 2.28731], [-4.40480, -5.15004, -4.83786], [-4.32743, -4.55608, -3.41554], [-3.78136, -3.14664, -3.41923], [-4.51189, -2.09759, -2.75965], [-5.04367, -1.30519, -2.19091], [-5.35652, -5.04473, -5.35867], [-4.32719, -6.23614, -4.78814], [-3.60925, -4.89368, -5.53749], [-3.65572, -5.20092, -2.84890], [-5.36584, -4.62979, -3.09247], [-3.83543, -2.75494, -4.43498], [-2.77357, -3.06617, -3.01183]], "mulliken_charge": [1.26, -0.41, -0.49, 0.20, 0.19, 0.23, -1.15, -0.33, -0.47, 0.24, -0.44, 0.32, 0.32, 0.33, 0.35, 0.24, 0.30, 0.28, -1.11, -0.36, -0.48, 0.23, -0.46, 0.34, 0.33, 0.32, 0.25, 0.34, 0.30, 0.30, -1.11, -0.40, -0.41, 0.20, -0.41, 0.32, 0.30, 0.34, 0.30, 0.33, 0.27, 0.27, -1.29, -0.20, -0.38, 0.12, -0.36, 0.34, 0.36, 0.36, 0.27, 0.29, 0.24, 0.25], "homo_ev": -10.63, "total_energy_ev": -31370.250, "total_charge": 1, "gap_ev": 3.093, "de_lowest_kcal_mol": 188.3}


5.
{"formula": "C4H14N2O", "method": "the ωB97M-V functional and the def2-TZVPD basis", "species": ["C", "N", "C", "C", "C", "N", "H", "H", "H", "H", "H", "H", "H", "H", "H", "H", "H", "H", "H", "H", "O"], "xyz": [[2.26884, -1.74151, -0.88747], [1.00023, -1.01720, -1.15950], [-0.70844, -1.00909, 0.58187], [0.00090, -0.12284, -0.58757], [0.59342, 1.05583, 0.15541], [-0.35789, 1.85445, 0.95747], [2.53341, -1.43846, 0.13503], [2.08988, -2.80453, -0.85455], [3.00428, -1.49520, -1.66583], [0.63485, -1.36209, -2.03223], [-1.63491, -1.47999, 0.18751], [-1.15056, -0.37324, 1.35035], [-0.04452, -1.82649, 0.82107], [-0.76279, 0.07271, -1.32301], [1.32647, 0.62325, 0.85809], [1.16535, 1.74871, -0.47097], [0.12713, 2.70236, 1.23070], [-0.52439, 1.39064, 1.84175], [-3.80883, 1.48510, -0.08540], [-2.43774, 1.93765, 0.26680], [-3.31470, 1.79994, 0.68047]], "mulliken_charge": [-0.83, -0.34, -1.21, 0.18, -0.68, -0.58, 0.31, 0.29, 0.26, 0.19, 0.28, 0.41, 0.29, 0.32, 0.30, 0.37, 0.24, 0.23, 0.31, 0.32, -0.65], "homo_ev": -8.01, "total_energy_ev": -9401.255, "gap_ev": 8.918, "de_lowest_kcal_mol": 54.2}


6.
{"formula": "C36H48BrCl14F3O2", "method": "the ωB97M-V functional and the def2-TZVPD basis", "species": ["C", "C", "C", "C", "C", "C", "C", "C", "F", "F", "F", "C", "C", "C", "O", "C", "C", "C", "C", "C", "C", "C", "C", "C", "Br", "C", "C", "O", "H", "H", "H", "H", "H", "H", "H", "H", "H", "H", "H", "H", "H", "H", "H", "H", "H", "H", "H", "H", "Cl", "C", "C", "Cl", "H", "H", "H", "H", "Cl", "C", "C", "Cl", "H", "H", "H", "H", "Cl", "C", "C", "Cl", "H", "H", "H", "H", "Cl", "C", "C", "Cl", "H", "H", "H", "H", "Cl", "C", "C", "Cl", "H", "H", "H", "H", "Cl", "C", "C", "Cl", "H", "H", "H", "H", "Cl", "C", "C", "Cl", "H", "H", "H", "H"], "xyz": [[-3.32109, -4.25787, 0.70568], [-4.15970, -3.00741, 0.53514], [-5.51735, -3.04561, 0.26086], [-6.26763, -1.90112, 0.11496], [-5.72137, -0.63476, 0.25194], [-6.54862, 0.62686, 0.07576], [-8.04883, 0.49157, 0.46554], [-8.83169, 1.52361, -0.34262], [-8.90077, 1.16705, -1.64777], [-10.07608, 1.70831, 0.11052], [-8.18867, 2.71538, -0.34154], [-4.36215, -0.58610, 0.53341], [-3.59869, -1.74097, 0.65293], [-2.11111, -1.54985, 0.91703], [-1.44424, -2.28097, 1.62090], [-1.50907, -0.36770, 0.18753], [-0.26188, -0.39482, -0.38549], [0.20498, 0.70342, -1.06935], [-0.51914, 1.86732, -1.22379], [-0.04609, 3.06953, -2.00476], [1.45267, 3.45921, -1.77797], [2.01196, 3.09858, -0.37656], [2.33995, 2.94034, -2.93933], [-1.78969, 1.88758, -0.63048], [-2.95510, 3.40947, -0.77233], [-2.26847, 0.79431, 0.06310], [-3.63404, 0.73586, 0.72796], [-4.10043, 1.63853, 1.39593], [-3.95509, -5.15423, 0.72897], [-2.67097, -4.34732, -0.17993], [-2.73153, -4.21867, 1.62246], [-5.95197, -4.03974, 0.15931], [-7.31973, -2.05898, -0.11374], [-6.14784, 1.49651, 0.59163], [-6.52047, 0.87331, -0.99924], [-8.13754, 0.83723, 1.50468], [-8.46066, -0.50872, 0.34431], [0.35614, -1.28846, -0.32008], [1.19774, 0.64715, -1.51330], [-0.65446, 3.96313, -1.86150], [-0.14904, 2.80515, -3.07116], [1.49380, 4.55623, -1.85634], [2.72226, 2.26984, -0.51110], [2.62366, 3.95558, -0.04180], [1.25070, 2.90056, 0.38244], [3.28951, 3.48664, -2.89620], [2.47272, 1.85436, -2.91993], [1.85608, 3.29072, -3.86241], [6.30947, 1.88554, -2.08852], [6.41054, 0.12036, -2.32287], [5.32568, -0.39471, -3.23426], [3.71415, -0.28097, -2.48505], [6.36655, -0.35111, -1.34379], [7.38657, -0.08600, -2.76010], [5.49931, -1.44704, -3.45567], [5.29919, 0.15304, -4.17421], [0.97912, -4.14076, -0.78267], [1.10224, -5.89316, -1.07099], [-0.01758, -6.39524, -1.94688], [-1.59413, -6.32567, -1.11666], [1.11243, -6.39179, -0.10916], [2.06099, -6.06938, -1.55738], [0.15740, -7.43739, -2.21160], [-0.09574, -5.81880, -2.86604], [1.73289, 6.16822, 0.77565], [0.43984, 5.72057, 1.92038], [0.88456, 5.83676, 3.35545], [2.10118, 4.60578, 3.78202], [0.11632, 4.70895, 1.68231], [-0.39333, 6.39757, 1.73567], [0.03214, 5.68360, 4.01608], [1.30862, 6.81640, 3.56374], [4.37305, -4.27026, -0.47895], [4.55529, -4.45911, 1.28985], [4.72266, -5.89508, 1.72341], [3.24462, -6.86445, 1.51541], [3.69341, -3.99190, 1.76189], [5.44640, -3.89900, 1.56946], [4.96749, -5.92749, 2.78513], [5.52174, -6.38570, 1.17219], [6.00876, 5.98377, -7.24315], [6.01154, 5.80156, -5.47000], [5.98341, 4.35474, -5.04581], [4.42691, 3.57362, -5.42125], [5.15944, 6.34961, -5.07439], [6.92295, 6.27339, -5.10510], [6.11972, 4.28446, -3.96710], [6.77275, 3.78208, -5.52740], [-6.03318, 5.97153, 4.13280], [-6.10305, 6.02334, 2.35225], [-5.08256, 5.11431, 1.71540], [-3.41497, 5.69339, 1.96341], [-5.96758, 7.05664, 2.04088], [-7.10505, 5.70660, 2.06545], [-5.24695, 5.07496, 0.63901], [-5.14587, 4.10105, 2.10686], [6.54064, -7.27448, 5.14973], [5.37347, -8.17312, 6.15638], [3.96209, -8.03902, 5.64376], [3.32660, -6.38808, 5.84971], [5.46355, -7.81278, 7.17844], [5.67565, -9.21926, 6.13317], [3.30288, -8.70377, 6.20046], [3.89483, -8.29632, 4.58835]], "mulliken_charge": [-1.44, 0.78, -1.43, -0.91, 0.70, -0.41, -0.72, 0.81, -0.28, -0.28, -0.24, 0.83, 0.47, -0.15, -0.54, 0.53, -1.04, -0.07, 0.35, -1.21, 0.86, -1.49, -1.05, 0.28, -0.24, 0.59, -0.19, -0.63, 0.48, 0.18, 0.33, 0.37, 0.27, 0.38, 0.35, 0.27, 0.33, 0.37, 0.08, 0.36, 0.30, 0.41, 0.31, 0.41, 0.24, 0.34, -0.15, 0.45, -0.16, -0.46, -0.56, -0.13, 0.32, 0.33, 0.34, 0.32, -0.06, -0.48, -0.53, -0.18, 0.18, 0.38, 0.36, 0.33, -0.18, -0.20, -0.42, -0.19, 0.13, 0.24, 0.31, 0.33, -0.18, -0.52, -0.22, -0.20, 0.30, 0.37, 0.13, 0.33, -0.19, -0.49, -0.32, -0.15, 0.33, 0.33, 0.14, 0.37, -0.20, -0.42, -0.31, -0.10, 0.34, 0.31, 0.23, 0.17, -0.18, -0.41, -0.45, -0.17, 0.32, 0.29, 0.34, 0.26], "homo_ev": -9.11, "total_energy_ev": -295717.311, "gap_ev": 8.714}


Please write out number 5 again, unchanged.
{"formula": "C4H14N2O", "method": "the ωB97M-V functional and the def2-TZVPD basis", "species": ["C", "N", "C", "C", "C", "N", "H", "H", "H", "H", "H", "H", "H", "H", "H", "H", "H", "H", "H", "H", "O"], "xyz": [[2.26884, -1.74151, -0.88747], [1.00023, -1.01720, -1.15950], [-0.70844, -1.00909, 0.58187], [0.00090, -0.12284, -0.58757], [0.59342, 1.05583, 0.15541], [-0.35789, 1.85445, 0.95747], [2.53341, -1.43846, 0.13503], [2.08988, -2.80453, -0.85455], [3.00428, -1.49520, -1.66583], [0.63485, -1.36209, -2.03223], [-1.63491, -1.47999, 0.18751], [-1.15056, -0.37324, 1.35035], [-0.04452, -1.82649, 0.82107], [-0.76279, 0.07271, -1.32301], [1.32647, 0.62325, 0.85809], [1.16535, 1.74871, -0.47097], [0.12713, 2.70236, 1.23070], [-0.52439, 1.39064, 1.84175], [-3.80883, 1.48510, -0.08540], [-2.43774, 1.93765, 0.26680], [-3.31470, 1.79994, 0.68047]], "mulliken_charge": [-0.83, -0.34, -1.21, 0.18, -0.68, -0.58, 0.31, 0.29, 0.26, 0.19, 0.28, 0.41, 0.29, 0.32, 0.30, 0.37, 0.24, 0.23, 0.31, 0.32, -0.65], "homo_ev": -8.01, "total_energy_ev": -9401.255, "gap_ev": 8.918, "de_lowest_kcal_mol": 54.2}